--- one ---
Density functional theory data (ωB97M-V/def2-TZVPD) for a structure of composition C33H40BrCl2N4O6W.

LUMO level (alpha / beta)   0.0813 / 0.0813 Ha
HOMO-LUMO gap (alpha / beta)   4.65 / 7.37 eV

ORCA input file:
```
! wB97M-V def2-TZVPD RIJCOSX def2/J DEFGRID3
* xyz -1 3
W 0.0814 -1.0129 0.3497
Br -3.1724 4.6390 6.4139
Cl 1.5351 3.0353 2.3703
Cl 3.8050 2.9226 0.5242
O 1.3955 -1.9884 1.3174
O -1.0194 -1.7054 -1.2764
O -0.8859 1.0871 0.9972
O 3.4242 -0.1826 1.9404
O 1.6272 0.5211 0.7270
O -0.1627 -0.1861 2.5874
N -0.9794 -2.7350 1.2925
N 0.5197 2.1507 -1.1736
N -0.0849 0.9062 -1.4787
N -2.4689 -0.8140 0.5673
C -1.6140 3.4194 -1.5743
C -2.6102 3.7491 3.7739
C 0.1730 3.2446 -3.3211
C -2.9053 -1.3413 1.8291
C 2.9526 -1.2728 -1.2728
C -0.7341 0.8603 2.2144
C -3.7513 0.2578 -2.6432
C -1.8128 -1.1186 -2.1183
C -3.3001 -0.4322 -0.2897
C -2.3939 3.4936 5.1156
C -2.9421 -0.3718 -1.7003
C -2.0536 2.8924 2.8327
C -1.5854 -1.2462 -3.5033
C -1.2980 1.8049 3.2302
C 3.1646 -3.5601 1.3218
C 3.6109 -4.8552 1.1018
C -2.3317 -2.7466 1.8038
C 0.5967 4.5289 -1.2203
C -0.5064 -3.9599 0.9920
C 1.3521 -5.5670 0.6668
C 3.1935 0.0715 -1.9605
C -0.1016 3.3142 -1.8192
C -2.3930 -0.6015 -4.4156
C -1.0880 1.5716 4.5774
C -3.4789 0.1715 -3.9943
C 0.8688 -4.2641 0.9216
C 1.8184 -3.2554 1.2024
C 3.7600 -2.3558 -1.9911
C 2.6468 0.6390 1.4850
C -1.6353 2.4165 5.5339
C 2.9703 2.1039 1.8728
C 2.6968 -5.8577 0.7516
C 1.4714 -1.6511 -1.2776
H -0.3854 2.4281 -3.7899
H -4.1096 0.6762 -4.7149
H -2.0029 4.3438 -2.0099
H 2.9520 -0.0165 -3.0309
H 0.2193 5.4489 -1.6742
H -1.2203 -4.7806 0.9016
H 1.6741 4.4615 -1.3865
H 3.0439 -6.8662 0.5559
H 3.8480 -2.7560 1.5709
H -4.3402 -0.2368 -0.0019
H 0.2403 0.6212 -2.3946
H 4.2420 0.3758 -1.8781
H 3.6588 -3.3212 -1.4881
H 0.6349 -6.3444 0.4185
H 3.3164 -1.2141 -0.2473
H -0.1266 4.1763 -3.8103
H -2.1801 -0.6999 -5.4741
H -1.8222 3.4244 -0.5008
H -0.4866 0.7155 4.8595
H 1.4044 -2.7385 -1.2024
H -1.0942 0.9982 -1.5128
H 4.8241 -2.0938 -2.0149
H 2.5788 0.8611 -1.5344
H 1.2409 3.0834 -3.4900
H -2.9814 -3.3802 1.1761
H -2.3396 -3.1627 2.8165
H 0.4280 4.5765 -0.1408
H -3.9954 -1.3571 1.9274
H 1.0787 -1.4081 -2.2673
H -2.2067 3.0515 1.7724
H 3.4155 -2.4675 -3.0271
H 0.4973 2.2352 -0.1644
H -1.4781 2.2433 6.5895
H -4.6057 0.8325 -2.2941
H 3.6533 2.0966 2.7077
H -3.2056 4.6002 3.4734
H -2.4844 -0.7835 2.6603
H -0.7447 -1.8502 -3.8232
H -2.1621 2.5893 -2.0276
H 4.6668 -5.0815 1.1874
*
```


--- two ---
Density functional theory data (ωB97M-V/def2-TZVPD) for a structure of composition C33H40BrCl2N4O6W.

LUMO level (alpha / beta)   0.0887 / 0.0888 Ha
HOMO-LUMO gap (alpha / beta)   5.48 / 7.86 eV

ORCA input file:
```
! wB97M-V def2-TZVPD RIJCOSX def2/J DEFGRID3
* xyz -1 3
W 0.4224 -0.2176 -0.3456
Br 1.8018 -3.0740 -8.5745
Cl 2.2684 -5.2111 -0.8650
Cl -0.0891 -6.7969 -0.2086
O -1.1854 -4.1334 -0.8058
O 0.4968 -1.6185 -2.0121
O 0.4607 -2.9491 0.1570
O -0.7220 0.7648 -1.6631
O 1.7228 0.1114 -2.4976
O 0.2757 -0.6830 1.5875
N -1.0554 1.5090 1.3411
N -1.5721 -1.2802 -0.3435
N -2.8087 -0.6297 -0.6207
N 1.1758 1.6687 -0.1930
C -3.9852 -1.5167 -0.6030
C 1.1059 2.3371 1.0978
C 1.3401 -1.4859 -4.2336
C -3.9817 -2.3441 -1.8886
C 0.7555 -5.2580 0.0769
C -2.7219 -0.6811 3.6960
C 0.5680 2.6164 -2.4106
C -5.1831 -0.5731 -0.5883
C 1.0658 -3.2545 -5.8345
C -1.6545 1.1703 2.4048
C -0.6839 -2.3958 2.9020
C 0.9267 -2.7771 -4.5399
C 1.2758 2.6091 -1.1992
C 1.8783 -0.6586 -5.2136
C -0.3693 2.7748 1.2793
C 0.8113 3.5505 -3.4377
C 2.0133 -1.1251 -6.5118
C -1.2289 1.6816 -3.7693
C 4.4065 -1.1732 -1.4505
C -0.1007 -3.9957 -0.2364
C 0.0532 3.5540 -4.5931
C -0.4698 1.6655 -2.6058
C 1.1934 -0.9548 -2.8459
C -0.9709 2.6239 -4.7612
C 2.4760 -0.7441 0.1290
C -1.6678 -2.8229 3.7698
C 1.6086 -2.4198 -6.7978
C -2.6977 -1.9724 4.1799
C -4.0413 -2.4543 0.6082
C 4.7180 0.3265 0.5200
C -0.7141 -1.0928 2.3742
C -1.7697 -0.2424 2.7722
C 3.7233 -0.1572 -0.5402
H -4.8751 -2.9709 -1.9303
H -5.2261 -0.0131 0.3497
H 4.7855 -2.0125 -0.8592
H 0.5026 -3.3996 -3.7631
H 4.2643 1.0880 1.1585
H -1.6496 -1.8646 0.4903
H -1.5622 2.6274 -5.6683
H -3.1178 -3.0084 -1.9209
H 2.4212 -0.4946 -7.2892
H -1.3889 -1.9538 -1.0928
H 3.7225 -1.5831 -2.1939
H -3.9665 -1.6891 -2.7607
H -5.1175 0.1372 -1.4129
H 1.7708 3.2093 1.1097
H 1.9414 3.4445 -0.9856
H -2.0090 0.9384 -3.8747
H 2.1722 0.3478 -4.9489
H -2.8973 0.1264 0.0501
H -0.6731 3.3432 0.3982
H 2.4698 -1.8399 0.0782
H -0.5172 3.3672 2.1924
H 1.6122 4.2702 -3.3081
H 1.3903 1.6682 1.9130
H 1.0441 -5.2537 1.1238
H 2.4730 -0.4878 1.1943
H -1.9252 1.8987 3.1823
H 0.7566 -4.2584 -6.0883
H -3.4892 0.0125 4.0226
H -1.6357 -3.8377 4.1474
H -6.1115 -1.1371 -0.6847
H 3.4477 0.7127 -1.1382
H 5.6142 0.7559 0.0630
H 5.2515 -0.7253 -1.9809
H -5.0066 -2.9640 0.6318
H 0.2612 4.2818 -5.3679
H -3.4553 -2.3171 4.8704
H 0.1260 -3.0356 2.5829
H -3.9287 -1.9043 1.5452
H 5.0317 -0.5006 1.1637
H -3.2702 -3.2248 0.5532
*
```


Stability ranking, top and bottom: two is the most stable and one is the least stable.


--- one ---
Density functional theory data (ωB97M-V/def2-TZVPD) for a structure of composition C9H18N2O3.

LUMO level   0.0130 Ha
HOMO-LUMO gap   9.30 eV

ORCA input file:
```
! wB97M-V def2-TZVPD RIJCOSX def2/J DEFGRID3
* xyz 0 1
O 3.9401 0.9149 -0.9266
O -1.1624 0.3245 -1.5128
O 2.4351 2.1744 0.5008
N 0.6099 0.7845 -0.2584
N -2.9374 0.1536 0.5546
C -1.5289 -2.4407 0.3078
C 2.8329 1.3333 -0.5767
C -2.0447 -1.3666 2.6893
C 1.4181 2.1494 -2.3608
C -0.6240 0.4918 -0.4979
C -1.0478 -3.7507 0.9679
C -1.5684 0.1799 0.7801
C -1.2287 -1.2455 1.2695
C 1.6467 0.9711 -1.3461
H -1.2317 -4.5425 0.3197
H -3.3514 1.1355 -0.0717
H 0.9641 0.0659 0.5156
H 1.4562 2.4559 0.3052
H -3.0764 -2.0702 2.4617
H 0.5122 2.0248 -2.8641
H 0.0517 -3.4362 1.0813
H -2.5917 -2.4189 0.1228
H -2.5457 -0.1394 3.2282
H -3.3849 -0.8219 -0.1575
H -1.4212 -4.3152 1.8150
H 1.6226 3.1252 -1.8903
H -1.2681 1.0017 1.5539
H 1.5276 -0.0792 -1.7990
H -0.0444 -1.4095 1.3502
H -1.2985 -1.9856 3.6266
H -0.7596 -2.2504 -0.4583
H 2.2978 1.8512 -3.1024
*
```


--- two ---
Density functional theory data (ωB97M-V/def2-TZVPD) for an isolated molecule of C9H18N2O3.

LUMO level   0.0074 Ha
HOMO-LUMO gap   9.73 eV

ORCA input file:
```
! wB97M-V def2-TZVPD RIJCOSX def2/J DEFGRID3
* xyz 0 1
O 4.1956 1.1140 -0.5031
O 4.3074 -0.4321 1.0802
O 0.0655 2.5572 -1.1729
N 1.5200 0.8775 -0.8468
N -1.3444 2.1973 1.1376
C -1.2230 -0.1568 0.3823
C 2.2138 -1.4937 -0.8932
C 0.4049 1.5994 -0.5045
C -2.2619 0.0806 -0.7113
C -0.4302 1.1431 0.7180
C -2.8862 -1.1942 -1.2592
C -1.8274 -0.7185 1.6688
C 3.6471 0.2686 0.1390
C 2.1883 -0.1697 -0.1231
H 2.7297 -2.2842 -0.3462
H -1.6611 2.7098 0.2944
H 2.0781 1.3222 -1.5737
H -2.1182 -1.8750 -1.6762
H 0.2350 0.9082 1.5380
H -3.0491 0.7214 -0.3065
H 1.1933 -1.8183 -1.0617
H 3.6964 -1.0438 1.5104
H -2.3664 -1.6439 1.4462
H -3.5575 -0.9604 -2.1045
H -0.4756 -0.8938 -0.0061
H 2.6998 -1.3500 -1.8506
H -1.0352 -0.9183 2.4317
H -2.5190 0.0099 2.1113
H -3.4670 -1.7369 -0.4815
H -1.8161 0.6170 -1.5457
H 1.7009 -0.3381 0.8537
H -0.8378 2.9018 1.6551
*
```


Stability ranking, top and bottom: two is the most stable and one is the least stable.


--- one ---
Density functional theory data (ωB97M-V/def2-TZVPD) for a cluster of 3 separate species, C4H14NO3 in total.

LUMO level   0.1471 Ha
HOMO-LUMO gap   8.08 eV

ORCA input file:
```
! wB97M-V def2-TZVPD RIJCOSX def2/J DEFGRID3
* xyz -1 1
O 1.0741 -2.5793 2.0100
O -1.4787 -1.4748 -2.1149
O -0.1173 -1.3577 -0.0939
N 1.4155 0.5909 -1.3120
C -1.0195 -0.4527 0.5122
C -0.1330 0.7007 1.4060
C 0.4960 1.6948 -1.1270
C 0.1195 1.9230 0.4523
H 2.0885 0.5735 -0.4547
H 1.8205 -2.5569 1.6935
H -1.5060 -1.0080 1.2858
H -0.5489 1.4130 -1.8038
H -0.8109 -1.6598 -1.2204
H -0.8607 2.5237 0.4460
H 0.9867 2.4167 0.9830
H 0.4399 -2.1543 1.2754
H 0.5598 2.6280 -1.7860
H 0.7440 -0.2475 -1.2942
H -0.8208 0.8784 2.1915
H -1.4403 0.0702 -0.2301
H 0.7657 0.2971 1.6411
H -1.7741 -2.2190 -2.4599
*
```


--- two ---
Density functional theory data (ωB97M-V/def2-TZVPD) for a cluster of 3 separate species, C4H14NO3 in total.

LUMO level   0.1428 Ha
HOMO-LUMO gap   7.64 eV

ORCA input file:
```
! wB97M-V def2-TZVPD RIJCOSX def2/J DEFGRID3
* xyz -1 1
O 3.1428 2.0726 -0.0898
O -1.5366 2.4326 1.3340
O 0.1280 1.7790 -0.6325
N -0.2559 -0.6389 1.2071
C 0.8701 -1.6505 0.9761
C -0.2417 0.5059 -1.0290
C -1.3298 -1.7590 -0.7896
C -1.0422 -0.3825 -0.0771
H -0.4250 -2.2510 -1.4327
H 1.3257 -1.6497 -0.1052
H -2.2679 -1.4879 -1.4810
H 1.8409 -1.3532 1.5147
H -1.8719 3.3025 1.1424
H 2.1207 1.9409 -0.3022
H -2.0271 0.2041 0.1492
H 0.7770 -0.1555 -1.2245
H 0.5710 -2.6515 1.2679
H -0.7966 2.2833 0.7109
H 3.5118 1.3317 -0.6071
H -0.0287 0.3346 1.5003
H -1.6370 -2.6547 -0.0294
H -0.8275 0.4473 -2.0025
*
```


Stability ranking, top and bottom: two is the most stable and one is the least stable.


--- one ---
Density functional theory data (ωB97M-V/def2-TZVPD) for a structure of composition C4H14NO3.

LUMO level   0.1432 Ha
HOMO-LUMO gap   7.84 eV

ORCA input file:
```
! wB97M-V def2-TZVPD RIJCOSX def2/J DEFGRID3
* xyz -1 1
O -2.2277 -0.3898 2.3097
O 2.0694 -2.6434 -0.2076
O -1.8955 -0.3595 -0.1185
N 0.3761 -0.4771 0.3932
C 0.7791 0.8342 -0.0616
C -0.8010 -1.0533 -0.3730
C 0.9067 0.9973 -1.5949
C -0.0021 2.0026 0.5209
H 1.3851 -2.8356 -0.8556
H -0.7566 -0.9423 -1.5248
H 1.7349 0.2725 -1.9615
H 1.2653 1.9413 -1.8696
H -1.0409 2.0657 0.1814
H -0.0672 1.9513 1.5910
H 0.2392 -0.5113 1.3923
H -0.8891 -2.0873 -0.1079
H 1.7310 0.9521 0.3856
H -2.2165 -0.2670 1.0445
H 1.6817 -2.0857 0.4753
H -0.0177 0.8271 -2.1588
H 0.5005 2.9437 0.1235
H -2.7548 -1.1356 2.4164
*
```


--- two ---
Density functional theory data (ωB97M-V/def2-TZVPD) for a cluster of 3 separate species, C4H14NO3 in total.

LUMO level   0.1490 Ha
HOMO-LUMO gap   8.09 eV

ORCA input file:
```
! wB97M-V def2-TZVPD RIJCOSX def2/J DEFGRID3
* xyz -1 1
O 2.5414 0.9931 -1.1289
O 1.8499 0.2894 2.6687
O 0.8182 -0.2419 0.3527
N -1.8960 1.1375 0.8510
C -2.3041 0.1278 -0.1106
C -1.4219 0.0367 -1.3831
C 0.3233 -1.4332 -0.1255
C -0.5663 -1.2109 -1.4534
H 1.0862 -2.1120 -0.5409
H -1.1614 -2.1368 -1.4319
H -1.8489 2.0320 0.3897
H -2.0489 0.1994 -2.2585
H 1.3979 -0.1182 1.8564
H 3.0908 1.4877 -0.4980
H 1.6445 1.2233 2.6394
H -0.4017 -1.8914 0.5660
H -3.3039 0.3841 -0.4597
H -0.9670 0.9021 1.1847
H -2.2907 -0.8128 0.4228
H 2.0409 0.3797 -0.4778
H -0.7081 0.8602 -1.3640
H 0.1057 -1.1426 -2.2981
*
```


Stability ranking, top and bottom: two is the most stable and one is the least stable.